[1]
44
Properties=species:S:1:pos:R:3 method="wB97M-V/def2-TZVPD" e_above_lowest_kcal_mol=0.0 s2=0.75 charge=0 orbital_gap_ev="8.426 / 9.835" fmax_ev_per_a=0.465 spin_multiplicity=2
C 2.16 3.50 1.10
C 1.94 1.98 1.09
C 1.16 1.53 -0.12
F -0.03 2.28 -0.16
C 0.81 0.03 -0.29
C 2.15 -0.76 -0.39
C 2.80 -1.27 0.90
C 0.07 -0.07 -1.66
C -1.31 -0.76 -1.64
C -1.17 -2.28 -1.55
C -2.08 -0.43 -2.92
N -2.07 -0.18 -0.50
O -2.62 0.94 -0.74
C -1.56 -0.40 0.89
C -1.98 0.77 1.76
C -2.21 -1.67 1.47
C -0.01 -0.56 0.88
H 1.40 4.01 1.69
H 2.10 3.91 0.09
H 3.14 3.75 1.51
H 2.90 1.47 1.09
H 1.41 1.68 2.00
H 1.72 1.82 -1.02
H 1.96 -1.63 -1.03
H 2.87 -0.14 -0.94
H 2.71 -0.57 1.73
H 3.86 -1.46 0.74
H 2.35 -2.22 1.21
H 0.70 -0.61 -2.37
H -0.08 0.94 -2.05
H -0.75 -2.64 -2.49
H -0.50 -2.60 -0.76
H -2.14 -2.75 -1.40
H -3.15 -0.43 -2.71
H -1.87 -1.18 -3.68
H -1.82 0.55 -3.30
H -3.05 0.96 1.66
H -1.45 1.68 1.50
H -1.77 0.53 2.81
H -3.27 -1.70 1.19
H -2.15 -1.66 2.56
H -1.75 -2.58 1.10
H 0.36 -0.15 1.82
H 0.22 -1.62 0.93

---

[2]
46
Properties=species:S:1:pos:R:3 method="wB97M-V/def2-TZVPD" e_above_lowest_kcal_mol=159.7 charge=-1 orbital_gap_ev=3.236 fmax_ev_per_a=6.457
N 0.90 -2.06 -3.21
P -0.91 -1.95 -3.25
C -2.84 -1.89 -3.05
C -3.76 -3.28 -3.20
C -5.37 -2.94 -2.98
C -6.01 -1.49 -2.64
N -5.13 -0.30 -2.49
C -3.67 -0.54 -2.69
H 1.06 -3.09 -3.01
H 1.14 -1.60 -2.27
H -0.87 -2.27 -1.82
H -1.00 -2.99 -4.28
H -0.87 -0.57 -3.72
H -3.32 -4.34 -3.45
H -6.13 -3.86 -3.07
H -7.18 -1.35 -2.46
H -2.99 0.43 -2.57
C 2.73 3.27 1.67
C 2.80 1.74 1.53
C 2.77 1.08 2.93
C 1.43 1.15 3.66
C 0.23 1.22 2.73
C 0.47 0.66 1.31
N 1.61 1.38 0.72
O 1.91 0.98 -0.57
C -0.81 0.99 0.49
C 0.62 -0.88 1.37
C 4.19 1.39 0.92
H 2.78 3.77 0.70
H 3.56 3.65 2.28
H 1.80 3.60 2.15
H 3.05 0.02 2.84
H 3.54 1.52 3.58
H 1.35 0.27 4.32
H 1.42 2.02 4.33
H -0.62 0.71 3.21
H -0.08 2.27 2.66
H -0.94 2.07 0.37
H -1.70 0.60 0.99
H -0.78 0.54 -0.51
H -0.27 -1.33 1.81
H 1.48 -1.20 1.97
H 0.74 -1.31 0.37
H 4.99 1.74 1.58
H 4.35 1.86 -0.05
H 4.31 0.31 0.80

---

[3]
50
Properties=species:S:1:pos:R:3 method="wB97M-V/def2-TZVPD" e_above_lowest_kcal_mol=34.6 charge=-1 orbital_gap_ev=5.616 fmax_ev_per_a=3.417
N 1.25 3.12 2.05
C 0.00 2.78 1.35
C -0.77 1.58 2.05
C -0.07 0.34 1.51
C -0.31 -0.87 2.37
C 0.74 -2.00 2.27
O 0.59 -1.11 3.37
C -2.26 1.75 1.69
O -3.02 1.31 2.79
P -2.22 1.60 4.31
O -0.69 1.83 3.42
H 1.60 2.32 2.55
H 1.05 3.87 2.68
H -0.64 3.65 1.25
H 0.30 2.39 0.38
H 1.01 0.48 1.56
H -0.43 0.07 0.51
H -1.35 -1.16 2.52
H 0.06 -2.85 2.24
H 1.35 -1.66 1.45
H -2.51 2.79 1.45
H -2.63 1.14 0.86
H -3.44 1.29 5.04
H -2.58 3.00 4.22
H -1.47 1.86 5.53
H -1.85 0.19 4.44
O 0.41 2.15 -1.87
C -0.52 1.51 -2.26
O -1.80 1.82 -1.95
C -2.69 0.81 -2.45
C -1.93 0.13 -3.58
C -0.49 0.24 -3.10
H -2.93 0.13 -1.64
H -3.61 1.29 -2.79
H -2.26 -0.89 -3.77
H -2.06 0.70 -4.51
H -0.22 -0.60 -2.45
H 0.22 0.34 -3.91
O 0.44 -2.49 -2.30
C 1.63 -2.61 -2.42
O 2.43 -1.55 -2.66
C 3.79 -2.00 -2.85
C 3.86 -3.35 -2.16
C 2.44 -3.88 -2.35
H 3.98 -2.07 -3.93
H 4.46 -1.26 -2.42
H 4.64 -4.00 -2.56
H 4.06 -3.21 -1.10
H 2.33 -4.42 -3.30
H 2.12 -4.51 -1.53

---

[4]
59
Properties=species:S:1:pos:R:3 method="wB97M-V/def2-TZVPD" e_above_lowest_kcal_mol=6.0 charge=0 orbital_gap_ev=7.121 fmax_ev_per_a=0.870
Bi -0.61 0.50 -0.44
C -1.20 4.83 0.73
C -1.39 3.40 0.31
N -0.36 2.67 -0.01
O 2.31 2.94 -0.06
C -2.72 2.85 0.26
C -3.96 3.63 0.55
N -2.75 1.57 -0.07
O -3.83 0.96 -0.23
H -0.15 5.12 0.66
H -1.54 4.95 1.76
H -1.81 5.48 0.11
H 0.59 3.05 0.04
H -3.90 4.14 1.51
H -4.80 2.94 0.57
H -4.16 4.38 -0.22
B -0.13 -0.41 4.25
C -0.46 -0.09 2.76
N -0.70 0.13 1.66
H 0.05 -1.62 4.28
H 0.88 0.20 4.52
H -1.08 -0.07 4.92
N 0.21 -2.12 -0.36
C 1.01 -2.94 -0.21
N 1.94 -3.86 -0.04
C 2.71 -3.96 1.20
C 2.85 -5.42 1.56
O 3.40 -6.16 0.49
C 2.57 -6.10 -0.67
C 2.43 -4.68 -1.16
H 2.20 -3.41 1.99
H 3.70 -3.52 1.05
H 1.87 -5.82 1.84
H 3.53 -5.53 2.41
H 1.58 -6.51 -0.44
H 3.05 -6.72 -1.43
H 1.74 -4.61 -1.99
H 3.41 -4.30 -1.47
C 4.04 2.27 2.87
C 3.87 0.95 2.16
O 4.00 1.10 0.71
P 2.72 1.51 -0.16
O 1.62 0.50 0.15
Te 3.67 1.06 -2.37
O 2.20 2.06 -3.21
C 2.34 3.48 -3.25
C 0.99 4.07 -3.61
H 3.92 2.12 3.95
H 3.29 2.99 2.53
H 5.03 2.69 2.68
H 2.91 0.49 2.39
H 4.66 0.25 2.44
H 3.09 3.76 -4.01
H 2.67 3.86 -2.28
H 0.61 3.60 -4.52
H 1.08 5.14 -3.78
H 0.28 3.89 -2.80
I -2.58 -2.25 -0.26
I -5.27 -2.32 -0.17